1.
Molecular formula: C2H4O3Pb
Method: DFT, the ωB97M-V functional and the def2-TZVPD basis

## Properties
LUMO level, eV: -1.2
E_HOMO, eV: -7.67
Strongest force on any atom, eV/A: 6.7
M, u: 283.25
HOMO-LUMO gap, eV: 6.51

Geometry as ORCA input:
```
! RIJCOSX wB97M-V def2-TZVPD def2/J DEFGRID3
* xyz 0 1
C -3.0079 -0.3531 -0.1687
O -2.1241 0.3727 0.2534
H -2.9266 -1.4523 -0.1080
H -3.9543 0.0813 -0.5310
O 1.2973 -1.1277 0.1030
C 2.2686 -0.1304 -0.0748
O 1.7114 1.1222 0.2180
Pb -0.0390 0.2648 0.6168
H 2.6423 -0.1461 -1.1256
H 3.1411 -0.3265 0.5920
*
```

Here are the Mulliken charges for atoms 1 to 6, given in e: -0.03 -0.35 0.24 0.26 -0.65 -0.06

=====

2.
Molecular formula: C2H7N
Method: DFT, the ωB97M-V functional and the def2-TZVPD basis

## Properties
LUMO level, eV: 1.3
E_HOMO, eV: -8.62
Strongest force on any atom, eV/A: 1.6
M, u: 45.09
HOMO-LUMO gap, eV: 9.87

Geometry as ORCA input:
```
! RIJCOSX wB97M-V def2-TZVPD def2/J DEFGRID3
* xyz 0 1
C 0.3012 0.6081 1.0265
N -0.3410 -0.5071 0.3452
C -0.0765 -0.5557 -1.0909
H 1.3804 0.4797 0.9823
H 0.0340 1.5745 0.5807
H 0.0296 0.5854 2.0802
H -1.3335 -0.5274 0.5188
H 0.5724 0.2651 -1.3987
H -0.9821 -0.4783 -1.6925
H 0.4156 -1.4442 -1.3517
*
```

Here are the Mulliken charges for atoms 1 to 6, given in e: -0.88 -0.35 -0.78 0.31 0.33 0.31

=====

3.
Molecular formula: C4H7N3S
Method: DFT, the ωB97M-V functional and the def2-TZVPD basis

## Properties
LUMO level, eV: -0.2
E_HOMO, eV: -8.52
Strongest force on any atom, eV/A: 8.7
M, u: 129.19
HOMO-LUMO gap, eV: 8.34

Geometry as ORCA input:
```
! RIJCOSX wB97M-V def2-TZVPD def2/J DEFGRID3
* xyz 0 1
C -0.9983 0.1609 0.6833
C -0.8832 -1.3281 0.6724
C 0.2527 -1.7927 -0.0568
C 0.9398 -0.4812 -0.4605
H -3.3125 2.6991 1.1196
H -0.9865 2.8631 1.6444
H -1.9919 -1.6648 0.2603
H -1.1993 -1.8373 1.6276
H -0.1953 -2.4743 -0.8409
H 0.9495 -2.4375 0.4985
H 0.0707 1.5779 -0.5156
N -1.9380 2.3070 0.7694
N -1.9382 0.9562 1.1690
N 0.0895 0.5464 -0.0449
S 2.3317 -0.2966 -1.3799
*
```

Here are the Mulliken charges for atoms 1 to 6, given in e: 0.34 -0.60 -0.17 -0.09 0.29 0.26

=====

4.
Molecular formula: C52H38AsBaF6N11S
Method: DFT, the ωB97M-V functional and the def2-TZVPD basis

## Properties
LUMO level (alpha / beta), eV: 0.8 / 0.0
E_HOMO (alpha / beta), eV: -4.79 / -4.84
Strongest force on any atom, eV/A: 3.7
Expectation value of S²: 0.80
M, u: 1175.26
HOMO-LUMO gap (alpha / beta), eV: 5.63 / 4.80

Geometry as ORCA input:
```
! RIJCOSX wB97M-V def2-TZVPD def2/J DEFGRID3
* xyz -1 2
Ba 0.5484 -0.1993 -0.9721
C -4.0419 -2.2927 4.3808
C -2.8982 -2.1896 5.1678
C -1.7766 -1.5114 4.7263
C -1.7735 -1.0706 3.3991
C -0.7664 -0.3329 2.6082
N -1.2583 -0.0886 1.3383
C -2.5095 -0.5718 1.3010
N -3.4302 -0.4973 0.3124
C -3.2078 0.4203 -0.6633
C -4.3378 1.0298 -1.3605
C -5.6249 0.6675 -1.2560
C -6.4925 1.4126 -2.0647
C -6.0257 2.4541 -2.9373
C -4.7227 2.8511 -2.8891
C -3.9132 2.1314 -1.9866
C -2.4268 2.1212 -1.7033
N -1.7550 3.1984 -1.8953
C -0.4867 3.5708 -1.4675
N 0.2895 2.8191 -0.6930
C 1.3000 3.6606 -0.2987
N 2.3917 3.3916 0.5836
C 2.3394 2.2989 1.2543
N 1.1734 1.4799 1.4110
C 1.3606 0.7308 2.4928
N 0.4750 -0.1053 3.1122
C 2.7334 0.9684 3.0982
C 3.3933 0.3432 4.1555
C 4.6761 0.7689 4.4037
C 5.3110 1.7467 3.6182
C 4.6218 2.3027 2.5768
C 3.3111 1.9071 2.2647
C 1.0560 5.0865 -0.7600
C 1.5304 6.3532 -0.4279
C 0.8469 7.4317 -0.9862
C -0.2932 7.3194 -1.8448
C -0.7129 6.0514 -2.1585
C -0.0966 4.9636 -1.5839
N -2.0629 0.9339 -1.0613
C -2.8659 -1.2516 2.5999
C -4.0722 -1.7662 3.0766
H -4.9492 -2.7667 4.7238
H -2.8965 -2.6137 6.1584
H -0.8070 -1.3771 5.2404
H -6.1361 -0.1588 -0.7823
H -7.4697 0.9446 -2.1196
H -6.5757 2.7504 -3.8501
H -4.4050 3.6974 -3.5903
H 2.8393 -0.3322 4.7586
H 5.2686 0.3181 5.1852
H 6.2394 2.1447 3.9255
H 5.1431 3.0370 1.9842
H 2.3225 6.4964 0.3259
H 1.2244 8.4445 -0.7568
H -0.7025 8.2114 -2.3145
H -1.4682 5.7824 -2.9148
H -4.8886 -1.7437 2.3733
C 2.7258 -3.9890 4.5537
C 1.7521 -2.9618 4.0328
C 0.6960 -3.5325 3.1640
C -0.1542 -4.4214 3.8292
C -1.2615 -4.9724 3.2589
C -1.4478 -4.6996 1.8868
C -0.5870 -3.8512 1.1823
C -0.8239 -3.6729 -0.3430
C 0.3038 -4.2675 -1.2378
C 0.5171 -3.2846 1.8175
N 1.2773 -2.3558 1.0708
C 2.5670 -2.3750 1.1569
C 3.4581 -1.4415 0.5210
C 4.7598 -1.3241 0.9734
C 5.3311 -0.2712 0.2472
C 4.2386 0.2100 -0.5256
N 3.1285 -0.5374 -0.4341
H 3.6214 -3.4728 4.8839
H 3.1069 -4.5305 3.6760
H 2.4894 -4.6571 5.3151
H 2.2526 -2.2136 3.4311
H 1.2080 -2.5738 4.9045
H 0.0430 -4.6776 4.8420
H -1.9170 -5.6274 3.7506
H -2.3348 -5.1544 1.3497
H -1.1272 -2.6783 -0.6159
H -1.7146 -4.2834 -0.4642
H 1.2030 -3.7062 -1.1967
H 0.0593 -4.3210 -2.2666
H 0.4403 -5.2400 -0.8429
H 3.0837 -3.1554 1.7145
H 5.2277 -2.0262 1.6204
H 6.3581 0.1038 0.2589
H 4.2461 0.9586 -1.2575
F -0.0963 -1.5472 -5.3364
As -1.3911 -2.3358 -4.4305
F -0.2720 -3.7055 -4.3118
F -0.6973 -1.6531 -2.9177
F -2.4818 -3.1975 -3.4530
F -2.4251 -0.8491 -4.6944
F -2.0225 -2.8588 -5.9456
S 2.3832 0.9932 -3.7565
C 1.3036 1.3723 -4.8902
N 1.3348 0.8698 -6.1462
C 0.4421 1.0401 -7.1067
C -0.5964 1.9105 -6.9406
C -0.6798 2.5552 -5.6337
C 0.2309 2.3197 -4.7110
H 1.8313 -0.0068 -6.1853
H 0.5995 0.5216 -8.0670
H -1.3893 2.0845 -7.6823
H -1.4183 3.3026 -5.5330
H 0.0722 2.8151 -3.7337
*
```

Here are the Mulliken charges for atoms 1 to 6, given in e: 1.11 -0.83 -0.86 0.22 0.53 -0.67

=====

5.
Molecular formula: C19H27ClFNO7S
Method: DFT, the ωB97M-V functional and the def2-TZVPD basis

## Properties
LUMO level, eV: -0.4
E_HOMO, eV: -8.30
Strongest force on any atom, eV/A: 6.9
M, u: 467.94
HOMO-LUMO gap, eV: 7.90

Geometry as ORCA input:
```
! RIJCOSX wB97M-V def2-TZVPD def2/J DEFGRID3
* xyz 0 1
C 1.6952 0.3482 0.7569
C 0.9815 1.7779 0.7390
C 1.3246 2.9372 -0.2524
C 0.5537 4.3053 -0.1778
C -0.5975 4.5544 0.8652
C -1.2926 5.9920 0.8540
C -1.3191 6.5364 2.3783
C -2.7149 6.0500 0.1076
C -0.9532 3.3934 1.8607
O -1.9683 3.5525 2.8635
C -3.2756 3.1493 2.3902
N -3.2673 1.9640 1.4785
Cl -3.2215 0.4704 2.3463
S -4.6357 1.9300 0.4197
O -4.1771 2.1449 -1.0045
O -5.7093 2.9189 0.7525
F -5.2667 0.3528 0.4496
C -0.1388 2.0496 1.7695
H 1.4720 -0.2051 1.7471
H 1.1958 -0.3147 -0.0664
H 2.8102 0.4251 0.5333
H 2.1362 2.7497 -1.0302
H 0.8258 5.1424 -0.9201
H -0.5995 6.7191 0.2773
H -1.1442 7.6764 2.4318
H -2.3267 6.2326 2.8260
H -0.4273 6.0390 2.9100
H -3.3620 5.1211 0.2408
H -3.2707 6.9720 0.5369
H -2.5761 6.2925 -1.0153
H -3.8715 2.8393 3.3331
H -3.7894 4.0757 1.9686
H -0.4200 1.2306 2.5075
O 3.1844 -2.0203 -1.9523
C 2.0352 -2.2371 -2.2435
O 1.1148 -1.2650 -2.5051
C -0.1675 -1.8720 -2.7049
C 0.1234 -3.3034 -3.0897
C 1.3955 -3.5956 -2.3253
H -0.7364 -1.7992 -1.7731
H -0.7066 -1.3401 -3.4909
H -0.6952 -3.9865 -2.8566
H 0.3190 -3.3660 -4.1652
H 1.1892 -3.9533 -1.3149
H 2.0328 -4.2977 -2.8606
O 1.5174 -5.1648 0.7833
C 2.2203 -5.9366 0.1821
O 2.1502 -6.1395 -1.1621
C 3.0449 -7.1962 -1.5291
C 4.0653 -7.2580 -0.4166
C 3.2562 -6.8401 0.7925
H 2.4711 -8.1234 -1.6194
H 3.5048 -6.9699 -2.4929
H 4.5320 -8.2392 -0.3147
H 4.8576 -6.5251 -0.5990
H 2.7555 -7.6904 1.2616
H 3.8663 -6.3034 1.5187
*
```

Here are the Mulliken charges for atoms 1 to 6, given in e: -0.88 0.60 -0.64 -0.77 0.51 0.17

=====

6.
Molecular formula: C16H28N7O3S2W
Method: DFT, the ωB97M-V functional and the def2-TZVPD basis

## Properties
LUMO level, eV: -9.8
E_HOMO, eV: -16.70
Strongest force on any atom, eV/A: 0.7
M, u: 614.42
HOMO-LUMO gap, eV: 6.88

Geometry as ORCA input:
```
! RIJCOSX wB97M-V def2-TZVPD def2/J DEFGRID3
* xyz 3 1
W 0.0921 0.7348 -0.0982
C 3.8243 -3.6276 -1.3152
S 4.0821 -2.0037 -0.5748
C 2.5670 -1.2459 -0.8016
S 2.5030 0.4623 -0.3554
N 1.5418 -1.8594 -1.2928
N 0.4285 -1.0231 -1.3928
C -0.3733 -1.2737 -2.3646
C -1.5698 -0.4578 -2.4578
C -2.4991 -0.6299 -3.4699
C -3.6288 0.1803 -3.4874
C -3.7773 1.1293 -2.4904
C -2.7981 1.2498 -1.5132
N -1.7099 0.4728 -1.4879
H 4.7755 -4.1430 -1.2003
H 3.5866 -3.5218 -2.3702
H 3.0383 -4.1659 -0.7938
H -0.1022 -2.0114 -3.1132
H -2.3392 -1.3863 -4.2267
H -4.3724 0.0678 -4.2651
H -4.6392 1.7813 -2.4565
H -2.8932 1.9815 -0.7232
C 2.9565 -0.4572 4.1666
N 2.3302 0.6064 3.3667
C 2.8962 1.9466 3.5880
C 1.3970 0.3897 2.4931
O 0.8773 1.3258 1.7900
C 0.8542 -1.0067 2.2366
O -0.2609 -0.8506 1.3250
C -1.5807 -0.8733 1.9090
C -2.1384 0.5368 1.8733
O -1.5714 1.3567 1.0749
N -3.1686 0.8756 2.5942
C -3.9239 -0.0577 3.4486
C -3.7269 2.2372 2.5641
H 2.8821 -0.1927 5.2196
H 4.0066 -0.5264 3.8871
H 2.4818 -1.4200 4.0072
H 2.7822 2.1947 4.6415
H 2.3790 2.6741 2.9756
H 3.9547 1.9195 3.3349
H 0.5152 -1.5060 3.1422
H 1.5956 -1.6292 1.7348
H -1.5172 -1.2775 2.9155
H -2.1961 -1.5362 1.2982
H -3.4006 -0.9957 3.5973
H -4.8900 -0.2564 2.9870
H -4.0806 0.4169 4.4148
H -3.1570 2.8616 1.8874
H -3.6808 2.6447 3.5724
H -4.7677 2.1812 2.2495
N 0.3307 2.8014 -0.6126
N 0.5069 2.0412 -1.8138
H -0.4462 3.4557 -0.6850
H 1.1845 3.2940 -0.3527
H 1.4684 2.0797 -2.1570
H -0.1492 2.3185 -2.5414
*
```

Here are the Mulliken charges for atoms 1 to 6, given in e: 2.66 -0.83 0.14 0.38 -0.50 -1.37